{
  "formula": "C4H6O2",
  "method": "wB97M-V/def2-TZVPD",
  "symbols": ["O", "C", "C", "C", "C", "O", "H", "H", "H", "H", "H", "H"],
  "coordinates": [[0.31769, 1.19448, -1.11970], [0.33379, -0.04903, -0.51602], [-0.87442, -1.05942, -0.44805], [-0.35344, -0.42112, 0.75497], [1.46534, -0.82155, -0.68401], [2.36528, -1.54379, -0.70077], [0.07104, 1.80151, -0.40380], [-0.71277, -2.10790, -0.72700], [-1.71827, -0.60141, -0.96615], [0.18821, -1.00796, 1.49632], [-0.58872, 2.04442, 1.66269], [-0.51082, 2.78168, 1.76847]],
  "de_lowest_ev": 5.6233,
  "orbital_gap_ha": [0.2946, 0.2946],
  "lumo_energy_ha": [0.0042, 0.0041],
  "fmax_ev_per_a": 1.17,
  "charge": 0
}